Computed, not measured: one molecule with the formula C6H16N4O2 in a non-equilibrium geometry, with ωB97M-V/def2-TZVPD.

Structure (XYZ):
```
28
Properties=species:S:1:pos:R:3
H 3.08 0.38 0.23
H 1.82 -0.89 1.99
C -1.96 0.47 -0.73
C -0.68 -0.01 -1.42
H 2.00 -0.18 -1.91
C -2.60 -0.53 0.33
H 0.80 2.28 1.76
H -0.83 -0.99 -1.80
C 2.69 -0.67 0.02
C 2.38 -1.50 1.22
H -1.88 1.46 -0.37
H 3.50 -1.22 -0.46
H 1.78 -2.43 0.98
H -4.54 0.27 0.20
O 1.15 3.29 0.15
H 3.40 -1.89 1.70
H -0.27 0.61 -2.31
H -2.61 0.72 -1.62
N 0.60 1.22 0.13
H -1.92 -0.75 1.19
O 0.47 1.29 1.59
N 0.97 2.20 -0.53
N -3.89 -0.08 0.92
H 1.17 -1.69 -1.17
H -2.81 -1.42 -0.29
H -3.84 0.74 1.63
C 1.62 -0.65 -0.99
N 0.41 -0.03 -0.45
```

Results
ΔE to the lowest compared entry with this formula, charge and spin	3.237	eV
SMILES string	CCCN(CCCN)N(O)N=O
charge	0
frontier orbital gap	10.16	eV
E_LUMO	0.86	eV

natural (NBO) atomic charge list, values in e, 6 entries: atom 1 (H): 0.22, atom 2 (H): 0.23, atom 3 (C): -0.44, atom 4 (C): -0.22, atom 5 (H): 0.19, atom 6 (C): -0.21